The following is a DFT calculation (ωB97M-V with the def2-TZVPD basis set) of a cluster of 2 separate species, C26H34N5 in total at a distorted geometry.

Geometry as XYZ:
```
65
Properties=species:S:1:pos:R:3:forces:R:3
C -6.002 -4.146 1.251 -0.18 -0.25 -0.01
N -5.398 -2.841 1.262 0.96 -0.32 0.01
C -6.227 -1.654 1.308 -0.18 0.48 -0.01
C -5.206 -0.488 1.301 -0.75 0.64 0.09
C -3.872 -1.153 1.218 1.09 -0.09 -0.12
C -4.074 -2.558 1.186 -0.75 0.24 0.01
C -2.996 -3.447 1.030 0.47 -0.15 -0.15
C -1.725 -2.926 0.854 -0.42 0.27 0.42
C -1.464 -1.519 1.003 -0.10 -0.06 -0.32
C -0.183 -0.914 1.013 -0.01 -0.82 0.43
C 1.086 -1.514 1.206 0.09 0.07 0.31
C 2.230 -0.646 1.120 0.58 -0.28 -0.08
C 3.506 -1.150 1.199 -1.08 -0.05 -0.03
C 3.704 -2.553 1.303 0.74 0.23 -0.21
N 5.030 -2.839 1.269 -1.00 -0.30 0.01
C 5.632 -4.145 1.277 0.18 -0.26 0.04
C 5.861 -1.656 1.196 0.19 0.48 0.02
C 4.844 -0.489 1.149 0.72 0.66 -0.04
C 2.615 -3.430 1.449 -0.48 -0.13 0.18
C 1.336 -2.900 1.514 0.47 0.23 -0.47
C -2.596 -0.645 1.148 -0.53 -0.18 -0.01
H -5.233 -4.921 1.283 -0.23 0.13 0.01
H -6.662 -4.260 2.122 0.18 -0.03 -0.14
H -6.613 -4.287 0.348 0.16 0.02 0.14
H -6.901 -1.614 0.439 0.21 -0.09 0.18
H -6.863 -1.657 2.206 0.21 -0.04 -0.16
H -5.395 0.167 0.440 0.16 -0.09 0.22
H -5.322 0.124 2.204 0.13 -0.08 -0.19
H -3.188 -4.520 1.020 0.26 0.31 -0.25
H -0.915 -3.597 0.580 -0.28 0.15 0.10
H -0.179 0.173 0.906 -0.01 -0.17 -0.03
H 2.060 0.424 0.981 0.05 -0.32 -0.03
H 4.862 -4.920 1.280 0.22 0.13 -0.01
H 6.266 -4.275 0.388 -0.18 0.00 0.14
H 6.272 -4.270 2.162 -0.16 -0.01 -0.13
H 6.521 -1.591 2.074 -0.19 -0.08 -0.17
H 6.512 -1.687 0.310 -0.21 -0.06 0.13
H 4.987 0.106 0.239 -0.13 -0.08 0.19
H 5.007 0.180 2.003 -0.14 -0.09 -0.20
H 2.804 -4.500 1.533 -0.28 0.32 0.26
H 0.517 -3.550 1.811 0.25 0.14 -0.20
H -2.421 0.432 1.215 -0.05 -0.32 -0.09
C -2.135 3.820 -2.484 -0.44 0.33 0.14
C -1.805 2.527 -1.755 -0.03 -0.59 -0.13
N -0.517 2.499 -1.083 0.70 1.09 -0.28
C 0.374 3.363 -1.509 -0.90 -0.69 0.44
N 0.240 4.188 -2.591 0.24 0.06 -0.14
C -0.986 4.231 -3.365 0.12 -0.52 -0.06
C 1.290 5.064 -3.069 -0.27 0.47 0.15
C 2.648 4.633 -2.579 0.45 0.12 -0.39
C 2.636 4.336 -1.098 0.00 0.22 0.20
N 1.544 3.456 -0.798 -0.20 -0.66 0.13
H -3.028 3.704 -3.101 -0.06 -0.09 0.08
H -2.348 4.621 -1.769 0.09 -0.06 0.03
H -2.569 2.325 -0.987 0.06 -0.02 -0.35
H -1.841 1.705 -2.497 -0.13 0.11 0.28
H -0.906 3.551 -4.226 0.00 0.06 0.04
H -1.114 5.237 -3.772 0.00 0.01 0.16
H 1.256 5.074 -4.166 0.09 -0.09 0.16
H 1.069 6.098 -2.750 0.13 -0.16 -0.03
H 2.980 3.758 -3.146 -0.06 -0.05 0.14
H 3.355 5.437 -2.786 0.09 -0.05 0.01
H 3.563 3.833 -0.809 0.02 0.22 0.03
H 2.539 5.270 -0.523 0.19 -0.06 -0.12
H 1.538 2.925 0.063 -0.07 0.22 -0.33
```
Forces are in eV/Å.

## Properties
E_HOMO   -0.3539 Ha
E_LUMO   -3.94 eV
Charge   +1
Gap between HOMO and LUMO   0.2090 hartree
E_tot   -34958.6651 eV
Energy relative to the best compared isomer or geometry (same formula, charge and spin)   0.513 eV